91
Properties=species:S:1:pos:R:3 method="wB97M-V/def2-TZVPD" de_lowest_kj_mol=16.8 e_tot_ev=-118315.485 lumo_energy_ev=-4.226 total_charge=+1
Rh -0.33 -0.35 0.27
S -1.32 1.00 1.99
C -1.26 -0.10 3.24
N -1.58 0.16 4.49
C -1.54 -0.91 5.49
C -0.33 -1.76 5.25
N -0.35 -2.26 3.87
C 0.25 -3.58 3.65
C -0.62 -4.68 4.19
C -0.18 -5.48 5.23
C -0.98 -6.49 5.74
C -2.24 -6.70 5.21
C -2.70 -5.90 4.16
C -1.89 -4.90 3.65
C -0.85 -1.52 2.92
S -1.18 -2.12 1.34
C -2.14 1.45 4.91
C -3.62 1.33 5.17
C -4.51 1.22 4.10
C -5.87 1.07 4.33
C -6.35 1.02 5.64
C -5.47 1.14 6.70
C -4.11 1.29 6.47
H -2.46 -1.49 5.46
H -1.47 -0.44 6.47
H -0.34 -2.63 5.90
H 0.60 -1.21 5.40
H 1.21 -3.56 4.17
H 0.44 -3.68 2.58
H 0.81 -5.32 5.65
H -0.62 -7.11 6.55
H -2.88 -7.48 5.60
H -3.68 -6.07 3.74
H -2.25 -4.29 2.83
H -1.92 2.18 4.14
H -1.61 1.75 5.82
H -4.14 1.27 3.08
H -6.55 0.99 3.50
H -7.41 0.91 5.82
H -5.84 1.12 7.72
H -3.43 1.39 7.30
O -2.41 -2.43 -1.11
C -2.67 -1.27 -1.37
N -2.01 -0.19 -0.84
S -2.61 1.27 -1.33
O -3.26 1.94 -0.24
O -1.57 1.98 -2.02
C -3.78 0.56 -2.43
C -4.66 1.20 -3.28
C -5.49 0.40 -4.05
C -5.45 -0.99 -3.95
C -4.56 -1.62 -3.07
C -3.73 -0.82 -2.32
H -4.69 2.28 -3.35
H -6.19 0.86 -4.74
H -6.11 -1.59 -4.56
H -4.51 -2.69 -2.99
F 3.83 0.32 0.93
Te 2.54 0.28 2.25
F 1.41 0.37 3.75
F 3.38 -1.17 3.04
F 3.67 1.35 3.24
F 1.77 1.85 1.62
O 1.41 -0.82 1.34
C 1.56 -3.04 -0.91
P 0.73 -1.53 -1.42
C -0.12 -1.84 -2.97
C -0.45 -3.13 -3.37
C -1.13 -3.34 -4.56
C -1.50 -2.25 -5.35
C -1.18 -0.96 -4.95
C -0.49 -0.75 -3.77
C 1.94 -0.25 -1.74
C 3.24 -0.46 -2.18
C 4.09 0.63 -2.33
C 3.65 1.91 -2.03
C 2.36 2.13 -1.57
C 1.51 1.04 -1.43
H 2.18 -3.43 -1.71
H 0.80 -3.79 -0.64
H 2.16 -2.81 -0.03
H -0.18 -3.98 -2.76
H -1.38 -4.34 -4.87
H -2.04 -2.42 -6.27
H -1.47 -0.11 -5.56
H -0.25 0.26 -3.46
H 3.59 -1.46 -2.41
H 5.10 0.47 -2.68
H 4.33 2.75 -2.14
H 2.02 3.12 -1.33
H 0.46 1.25 -1.15